# 1
{
  "formula": "C24H50N5O7",
  "method": "wB97M-V/def2-TZVPD",
  "species": ["O", "O", "O", "O", "O", "O", "O", "N", "N", "N", "N", "N", "C", "C", "C", "C", "C", "C", "C", "C", "C", "C", "C", "C", "C", "C", "C", "C", "C", "C", "C", "C", "C", "C", "C", "C", "H", "H", "H", "H", "H", "H", "H", "H", "H", "H", "H", "H", "H", "H", "H", "H", "H", "H", "H", "H", "H", "H", "H", "H", "H", "H", "H", "H", "H", "H", "H", "H", "H", "H", "H", "H", "H", "H", "H", "H", "H", "H", "H", "H", "H", "H", "H", "H", "H", "H"],
  "coordinates": [[1.72, 1.54, 6.38], [2.12, 3.44, -0.73], [-2.90, 2.46, 1.86], [0.52, -1.55, -0.21], [-4.50, 0.92, 1.79], [-2.49, -0.84, 6.50], [-2.57, -4.75, -6.17], [-1.21, -1.40, 4.69], [-0.66, -4.70, -4.03], [0.04, 2.67, -2.56], [2.42, -3.15, 1.24], [1.71, 2.28, 4.19], [2.69, -0.01, 4.89], [2.01, 1.34, 5.22], [1.08, -0.52, -1.01], [0.47, 4.07, -2.49], [2.18, -3.40, -0.19], [0.63, 1.66, 3.37], [1.35, 4.37, -3.70], [3.40, 3.61, -1.31], [-2.60, 0.24, 3.04], [0.81, -2.87, -0.65], [-3.85, -4.24, -5.86], [-3.41, 1.24, 2.19], [-0.92, 3.68, 2.80], [-2.97, 0.16, 4.39], [-1.53, -3.79, -6.18], [3.35, -2.83, -0.99], [-0.95, -3.47, -4.79], [1.15, 4.39, -1.15], [-1.84, -2.56, -3.95], [-2.39, 3.23, 2.97], [-2.22, -0.71, 5.20], [-0.86, -1.35, 3.38], [0.05, 2.58, 2.28], [-1.53, -0.53, 2.51], [3.78, 0.13, 4.89], [3.14, -2.86, -2.06], [0.69, -2.96, -1.73], [0.00, -2.94, -4.95], [-3.79, 0.77, 4.76], [-2.70, -3.09, -3.54], [0.75, 4.38, -4.61], [-2.53, 2.75, 3.95], [-0.41, 4.70, -2.57], [-0.49, 1.93, 1.57], [2.18, -4.48, -0.35], [-1.51, -5.26, -4.04], [1.11, -0.80, -2.07], [-0.62, 2.49, -1.81], [-0.02, -1.94, 3.03], [3.59, -1.81, -0.71], [0.04, -3.51, -0.20], [-3.99, -3.22, -6.24], [4.13, 3.19, -0.63], [-0.69, -2.00, 5.32], [2.25, -2.16, 1.40], [1.07, 0.77, 2.88], [-2.99, -0.05, 6.76], [1.69, -3.61, 1.78], [-0.93, 4.48, 2.03], [-1.28, -2.16, -3.10], [-4.59, -4.89, -6.32], [3.47, 3.07, -2.26], [0.88, 3.07, 1.73], [2.45, -0.71, 5.71], [-0.15, 1.28, 4.07], [0.01, -5.26, -4.55], [-1.25, -0.45, 1.45], [-2.20, -1.72, -4.53], [-0.73, -4.23, -6.78], [-0.53, 4.12, 3.73], [0.37, 4.38, -0.37], [0.85, 2.09, -2.31], [1.26, 3.06, 4.67], [4.25, -3.43, -0.81], [2.14, 3.63, -3.84], [3.64, 4.67, -1.47], [2.32, -0.47, 3.96], [1.82, 5.35, -3.61], [0.46, 0.37, -0.90], [-3.00, 4.15, 3.00], [-4.02, -4.26, -4.78], [1.57, 5.40, -1.14], [-1.85, -2.87, -6.69], [2.08, -0.26, -0.66]],
  "gap_ev": 6.35,
  "charge": 1,
  "e_lumo_ev": -4.537,
  "total_energy_ha": -1744.6206
}

=====

# 2
{
  "formula": "C16H21O4S4V",
  "method": "wB97M-V/def2-TZVPD",
  "species": ["V", "S", "S", "S", "S", "O", "O", "O", "O", "C", "C", "C", "C", "C", "C", "C", "C", "C", "C", "C", "C", "C", "C", "C", "C", "H", "H", "H", "H", "H", "H", "H", "H", "H", "H", "H", "H", "H", "H", "H", "H", "H", "H", "H", "H", "H"],
  "coordinates": [[0.31, -0.31, 1.20], [-1.75, -1.49, 1.32], [-0.88, 1.62, 0.88], [2.28, 1.05, 1.53], [0.87, -1.34, 3.22], [-1.36, -0.33, -1.17], [0.73, -0.77, -0.48], [1.29, -0.97, -6.75], [-0.93, -0.53, -6.31], [-0.78, -1.62, 3.97], [2.58, 0.83, 3.32], [1.41, 0.20, 4.07], [1.55, 2.72, 1.37], [0.10, 2.84, 1.82], [1.59, -1.00, -3.13], [-2.93, -0.09, 1.50], [-1.69, -2.30, 2.96], [0.25, -0.74, -2.84], [-0.22, -0.63, -1.48], [-0.70, -0.56, -3.88], [0.01, -0.73, -7.37], [-2.30, 1.22, 1.97], [2.04, -1.09, -4.44], [1.10, -0.92, -5.43], [-0.24, -0.66, -5.15], [-1.74, -0.36, -3.66], [-3.01, 2.04, 1.91], [-0.03, 2.68, 2.89], [3.08, -1.30, -4.68], [1.68, -0.07, 5.09], [-1.17, -0.65, 4.29], [2.20, 3.42, 1.91], [-0.28, 3.83, 1.58], [-3.71, -0.40, 2.19], [-1.32, -3.30, 2.73], [3.47, 0.20, 3.38], [-0.27, -1.61, -7.95], [2.29, -1.14, -2.31], [0.07, 0.16, -7.99], [1.65, 2.94, 0.31], [-2.70, -2.41, 3.35], [2.83, 1.79, 3.76], [0.55, 0.87, 4.12], [-3.36, 0.01, 0.51], [-0.65, -2.24, 4.86], [-1.93, 1.16, 2.99]],
  "multiplicity": 3,
  "gap_ev": [5.28, 5.42],
  "charge": 2,
  "e_lumo_ev": [-7.491, -7.372],
  "total_energy_ha": -3459.4946
}